Version A
{
  "formula": "C4H9N2O2",
  "method": "the ωB97M-V functional and the def2-TZVPD basis",
  "species": ["N", "C", "O", "C", "C", "N", "C", "O", "H", "H", "H", "H", "H", "H", "H", "H", "H"],
  "coordinates": [[-1.8234, -1.3632, 0.5305], [-0.8623, -1.0521, 1.3757], [-0.9301, -1.5185, 2.5448], [0.3701, -0.2976, 0.9999], [0.0386, 0.6315, -0.1453], [-0.3368, 0.0374, -1.4595], [1.4450, 1.2636, -0.5847], [1.9408, 0.8041, -1.7257], [-2.7394, -1.7216, 0.8756], [-1.7490, -1.0649, -0.4103], [0.8103, 0.3200, 1.6529], [1.2281, -0.9492, 0.8240], [-0.6780, 1.4152, 0.1120], [0.5301, -0.3887, -1.8486], [-0.6724, 0.8484, -2.1175], [1.3018, 2.2628, -0.7729], [2.1264, 0.7729, 0.1492]],
  "orbital_gap_ev": 6.566,
  "spin_multiplicity": 1,
  "charge": -1,
  "smiles": "NC(=O)C[C@H](N)C[O-]"
}

Version B
{
  "formula": "C4H9N2O2",
  "method": "the ωB97M-V functional and the def2-TZVPD basis",
  "species": ["N", "C", "O", "C", "N", "C", "C", "O", "H", "H", "H", "H", "H", "H", "H", "H", "H"],
  "coordinates": [[2.2227, 0.9247, -0.0946], [1.7599, -0.2901, -0.4997], [2.3119, -0.9749, -1.3413], [0.3971, -0.6704, 0.1035], [0.3251, -0.4311, 1.5458], [-0.6462, 0.1596, -0.6897], [-2.1762, 0.0844, -0.1629], [-2.4150, 0.4638, 1.1101], [3.1526, 1.1988, -0.3558], [1.7218, 1.4706, 0.6035], [0.2462, -1.7309, -0.1020], [-0.0966, -1.2589, 1.9511], [-0.5913, 0.1172, 1.6895], [-0.6886, -0.0119, -1.7664], [-0.4061, 1.2324, -0.7090], [-2.4332, -0.9784, -0.3330], [-2.6841, 0.6951, -0.9492]],
  "orbital_gap_ev": 6.755,
  "spin_multiplicity": 1,
  "charge": -1,
  "smiles": "NC(=O)[C@@H](N)CC[O-]"
}

Version C
{
  "formula": "C4H9N2O2",
  "method": "the ωB97M-V functional and the def2-TZVPD basis",
  "species": ["O", "C", "O", "C", "H", "H", "H", "C", "N", "C", "N", "H", "H", "H", "H", "H", "H"],
  "coordinates": [[0.1655, 2.0247, 0.8211], [0.3885, 1.0630, 1.5884], [-0.1019, -0.0905, 1.5374], [1.3145, 1.3614, 2.7963], [1.9937, 0.5271, 2.9633], [1.9133, 2.2420, 2.5698], [0.6745, 1.5578, 3.6542], [-0.0028, 0.0285, -2.4384], [-1.9072, -1.2375, -0.9038], [-0.6347, -1.8070, -1.2104], [0.2807, -1.3100, -1.9300], [0.8123, 0.3292, -3.0967], [-0.0499, 0.7899, -1.6492], [-0.9459, 0.0663, -2.9924], [-2.4320, -1.9873, -0.4784], [-1.0449, -0.7528, -0.4139], [-0.4237, -2.8050, -0.8171]],
  "orbital_gap_ev": 8.223,
  "spin_multiplicity": 1,
  "charge": -1
}

Which one sits at the top of the stability order? version B does.

Version A
{
  "formula": "CH8N2O2",
  "method": "the ωB97M-V functional and the def2-TZVPD basis",
  "species": ["N", "C", "N", "H", "H", "H", "H", "H", "H", "O", "H", "H", "O"],
  "coordinates": [[0.3755, -0.4438, -0.7014], [1.3703, -1.0647, 0.0897], [2.4441, -0.3000, 0.4498], [0.5265, -0.4293, -1.7050], [0.2250, 0.5068, -0.3413], [0.8975, -1.3283, 1.0615], [1.7857, -1.9642, -0.4290], [-2.9841, -0.4754, 0.9959], [-1.9088, 0.8944, 0.3066], [-2.0647, -0.2077, 0.8297], [2.7020, 0.4105, -0.2587], [-1.9236, 2.5995, -0.0301], [-1.4453, 1.8023, -0.2679]],
  "orbital_gap_ev": 3.882,
  "spin_multiplicity": 1
}

Version B
{
  "formula": "CH8N2O2",
  "method": "the ωB97M-V functional and the def2-TZVPD basis",
  "species": ["H", "N", "C", "N", "H", "H", "H", "O", "H", "H", "O", "H", "H"],
  "coordinates": [[-1.0953, 1.4422, -0.1881], [-0.0797, 1.5058, -0.1098], [0.4025, 1.3989, 1.0594], [0.6582, 0.0724, 1.5792], [0.5812, 2.2883, 1.6590], [0.2185, -0.6138, 0.8928], [0.5341, -0.3617, 2.5057], [-1.2011, -1.6391, -0.1692], [-1.0406, -1.3130, -1.0474], [-0.8433, -2.5222, 0.1419], [0.3880, -0.4374, -2.2069], [1.1996, -0.0513, -2.5452], [0.2779, 0.2309, -1.5714]],
  "orbital_gap_ev": 9.286,
  "spin_multiplicity": 1,
  "smiles": "[H]/N=C\\N.O.O"
}

Which one sits at the top of the stability order? version B does.

Version A
{
  "formula": "C2H5IO2",
  "method": "the ωB97M-V functional and the def2-TZVPD basis",
  "species": ["C", "O", "C", "O", "I", "H", "H", "H", "H", "H"],
  "coordinates": [[-0.5891, -0.8411, -0.1336], [-0.1191, 0.5082, -0.4066], [0.9756, 0.8569, 0.2240], [1.2810, 2.4012, 0.0837], [2.8850, -0.2110, -0.4729], [-1.5186, -0.7439, -0.6065], [-0.4667, -1.1650, 0.8148], [0.1326, -1.6073, -0.6631], [1.1868, 0.6029, 1.3407], [1.1938, 2.4443, -0.8274]],
  "orbital_gap_ev": 9.759,
  "spin_multiplicity": 1,
  "smiles": "CO[C@H](O)I"
}

Version B
{
  "formula": "C2H5IO2",
  "method": "the ωB97M-V functional and the def2-TZVPD basis",
  "species": ["C", "C", "O", "O", "I", "H", "H", "H", "H", "H"],
  "coordinates": [[-0.1517, -1.0676, -0.4606], [-0.1887, 0.1908, 0.2781], [0.3686, 1.2609, -0.5914], [0.7252, 0.1957, 1.2970], [1.2141, 1.9721, 2.1090], [0.8091, -1.3362, -0.8786], [-0.9019, -1.0845, -1.1492], [-0.4240, -2.0467, 0.1592], [-1.1957, 0.6387, 0.5793], [-0.2549, 1.2769, -1.3428]],
  "orbital_gap_ev": 8.677,
  "spin_multiplicity": 1,
  "smiles": "C[C@H](O)OI"
}

Which one sits at the top of the stability order? version B does.